P | The molecule C2H2N2O2, computed with ωB97M-V/def2-TZVPD.

The LUMO energy comes out at -0.5 eV. The frontier orbital gap comes out at 9.505 eV. As for the HOMO energy: -9.96 eV.

Each line ends with the natural charge from an NBO analysis.
Cartesian coordinates (Å):
O1 -0.170 1.445 1.633  -0.5090
C1 -0.343 0.707 0.739  0.6694
C2 -0.181 -0.722 0.648  -0.1223
N1 0.139 -1.189 -0.562  -0.1473
N2 -0.040 0.039 -1.345  -0.1854
O2 -0.008 1.191 -0.520  -0.3182
H1 -0.173 -1.455 1.467  0.2331
H2 0.775 -0.017 -2.060  0.3796

=====

Q | The molecule C2H2N2O2, computed with ωB97M-V/def2-TZVPD.

The LUMO energy comes out at 0.5 eV. The frontier orbital gap comes out at 10.588 eV. As for the HOMO energy: -10.10 eV.

Each line ends with the natural charge from an NBO analysis.
Cartesian coordinates (Å):
O1 -1.245 1.642 -1.146  -0.5655
C1 -0.721 0.844 -0.416  0.8631
N1 0.341 -0.140 -0.653  -0.6518
C2 0.575 -0.744 0.542  0.1794
N2 -0.176 -0.329 1.498  -0.1409
O2 -1.009 0.664 0.897  -0.3409
H1 0.910 -0.427 -1.452  0.4367
H2 1.325 -1.508 0.730  0.2200

=====

Which structure loses on stability? P does.

=====

P | A cluster of 2 separate species, C2H2N2O2 in total, computed with ωB97M-V/def2-TZVPD.

The LUMO energy (spin up / spin down) comes out at -3.2 / -1.6 eV. The frontier orbital gap (spin up / spin down) comes out at 8.522 / 9.498 eV. As for the HOMO energy (spin up / spin down): -11.75 / -11.10 eV.

Each line ends with the natural charge from an NBO analysis.
Cartesian coordinates (Å):
C1 -0.405 1.328 -0.421  0.1705
C2 0.109 0.223 0.248  -0.0980
N1 -0.992 2.310 -0.633  -0.1760
N2 0.719 -0.836 -0.426  0.4487
O1 1.415 -1.495 0.308  -0.3371
O2 0.452 -1.070 -1.627  -0.3649
H1 0.452 0.281 1.339  0.2802
H2 -1.751 -0.743 1.213  0.0766

=====

Q | The molecule C2H2N2O2, computed with ωB97M-V/def2-TZVPD.

The LUMO energy comes out at 0.2 eV. The frontier orbital gap comes out at 9.799 eV. As for the HOMO energy: -9.65 eV.

Each line ends with the natural charge from an NBO analysis.
Cartesian coordinates (Å):
O1 -2.012 -0.056 -0.040  -0.6300
C1 -0.692 0.145 -0.040  0.2799
C2 0.292 0.993 0.136  0.0279
O2 1.556 0.551 -0.078  -0.3433
N1 1.183 -0.932 0.058  0.1220
N2 -0.019 -1.039 -0.011  -0.1729
H1 -2.543 0.889 0.191  0.5004
H2 0.444 2.123 -0.152  0.2159

=====

Which structure loses on stability? P does.

=====

P | The molecule C5H7NO, computed with ωB97M-V/def2-TZVPD.

The LUMO energy comes out at 0.9 eV. The frontier orbital gap comes out at 10.465 eV. As for the HOMO energy: -9.56 eV.

Each line ends with the natural charge from an NBO analysis.
Cartesian coordinates (Å):
O1 2.007 0.629 1.198  -0.4992
C1 1.187 1.261 0.578  0.4220
C2 0.550 0.820 -0.710  -0.2208
C3 0.122 -0.548 -1.028  -0.0661
C4 -0.301 -1.343 0.196  -0.4385
C5 -1.208 -0.141 0.526  -0.2374
N1 -0.891 0.540 -0.775  -0.3602
H1 0.850 2.262 0.927  0.1174
H2 0.875 1.431 -1.551  0.2339
H3 0.269 -0.961 -2.023  0.2097
H4 0.481 -1.610 0.911  0.2263
H5 -0.875 -2.231 -0.079  0.2174
H6 -0.909 0.447 1.401  0.1845
H7 -2.276 -0.355 0.603  0.2109

=====

Q | The molecule C5H7NO, computed with ωB97M-V/def2-TZVPD.

The LUMO energy comes out at 0.1 eV. The frontier orbital gap comes out at 8.282 eV. As for the HOMO energy: -8.17 eV.

Each line ends with the natural charge from an NBO analysis.
Cartesian coordinates (Å):
C1 -2.595 0.415 0.208  -0.0215
C2 -0.234 1.168 -0.262  -0.2794
C3 -0.078 -0.372 -0.503  0.0703
C4 -2.538 -1.173 0.068  0.2561
C5 1.006 -0.999 0.345  -0.6371
N1 -1.696 1.300 0.081  -0.3813
O1 -1.328 -1.393 -0.242  -0.4875
H1 -3.571 0.816 0.465  0.1741
H2 0.321 1.529 0.600  0.2164
H3 -0.058 1.772 -1.144  0.2238
H4 0.059 -0.590 -1.563  0.1989
H5 0.826 -0.796 1.399  0.2156
H6 1.972 -0.580 0.069  0.2212
H7 1.030 -2.076 0.196  0.2301

=====

R | A structure of composition C5H7NO, computed with ωB97M-V/def2-TZVPD.

The LUMO energy (spin up / spin down) comes out at -0.2 / -0.2 eV. The frontier orbital gap (spin up / spin down) comes out at 8.104 / 8.103 eV. As for the HOMO energy (spin up / spin down): -8.31 / -8.31 eV.

Each line ends with the natural charge from an NBO analysis.
Cartesian coordinates (Å):
C1 -1.297 1.696 0.758  -0.0007
N1 -0.192 1.210 1.257  -0.4861
C2 0.337 0.181 0.609  0.5562
O1 1.339 -0.581 1.082  -0.4429
C3 1.416 -1.121 -0.278  0.0427
C4 0.146 -1.748 -0.739  -0.3897
C5 0.296 -0.236 -0.752  -0.3511
H1 -2.044 1.075 0.264  0.1821
H2 -1.612 2.689 1.074  0.1961
H3 -0.836 1.889 -1.097  -0.0712
H4 2.417 -1.276 -0.664  0.2207
H5 -0.510 -2.238 -0.019  0.2173
H6 0.209 -2.247 -1.704  0.2288
H7 -0.404 1.217 -1.338  0.0979

=====

S | A structure of composition C5H7NO, computed with ωB97M-V/def2-TZVPD.

The LUMO energy comes out at 0.3 eV. The frontier orbital gap comes out at 7.231 eV. As for the HOMO energy: -6.94 eV.

Each line ends with the natural charge from an NBO analysis.
Cartesian coordinates (Å):
C1 1.100 -1.703 -0.514  -0.5934
C2 0.176 -0.303 -0.010  -0.2683
C3 -0.957 0.179 -0.728  0.0530
N1 -1.412 1.276 -0.105  -0.5518
C4 -0.605 1.632 1.080  0.5653
O1 -0.945 2.571 1.801  -0.6846
C5 0.419 0.645 1.086  -0.5082
H1 2.028 -1.639 -1.154  0.2399
H2 0.410 -2.394 -0.995  0.2469
H3 1.436 -2.045 0.451  0.2615
H4 -1.280 -0.112 -1.723  0.2129
H5 -2.297 1.759 -0.274  0.4251
H6 0.994 0.498 1.992  0.2312
H7 0.934 -0.361 -0.907  0.3706

=====

Which structure loses on stability? R does.

=====

P | The molecule C5H7NO, computed with ωB97M-V/def2-TZVPD.

The LUMO energy comes out at -0.3 eV. The frontier orbital gap comes out at 8.339 eV. As for the HOMO energy: -8.61 eV.

Each line ends with the natural charge from an NBO analysis.
Cartesian coordinates (Å):
C1 0.417 -1.825 1.127  -0.1149
C2 -1.061 -0.348 0.087  -0.2863
C3 0.311 0.247 -0.324  0.0420
C4 1.152 -0.703 1.616  0.2517
C5 0.259 1.596 -0.994  -0.6252
N1 -0.819 -1.587 0.810  -0.3269
O1 0.965 0.389 0.904  -0.4492
H1 0.777 -2.715 1.488  0.1914
H2 -1.903 0.267 0.559  0.2310
H3 -1.569 -0.734 -0.897  0.2346
H4 0.666 -0.485 -0.980  0.1857
H5 -0.344 2.249 -0.426  0.2152
H6 -0.099 1.568 -2.051  0.2224
H7 1.250 2.080 -0.919  0.2286

=====

Q | The molecule C5H7NO, computed with ωB97M-V/def2-TZVPD.

The LUMO energy comes out at 0.8 eV. The frontier orbital gap comes out at 11.262 eV. As for the HOMO energy: -10.46 eV.

Each line ends with the natural charge from an NBO analysis.
Cartesian coordinates (Å):
N1 3.093 0.704 0.748  -0.3271
C1 2.237 0.191 0.162  0.2860
C2 1.094 -0.386 -0.555  -0.5251
C3 -0.207 0.275 -0.118  0.2402
O1 -0.162 1.668 -0.156  -0.6910
C4 -1.496 -0.338 -0.546  -0.4264
C5 -1.083 -0.394 0.906  -0.4433
H1 1.058 -1.461 -0.345  0.2518
H2 1.245 -0.211 -1.628  0.2570
H3 0.394 1.954 0.582  0.4787
H4 -2.280 0.365 -0.797  0.2357
H5 -1.477 -1.252 -1.138  0.2166
H6 -0.798 -1.361 1.309  0.2168
H7 -1.612 0.250 1.604  0.2301

=====

Which structure loses on stability? P does.

=====

P | The molecule C6H15N, computed with ωB97M-V/def2-TZVPD.

The LUMO energy comes out at 1.1 eV. The frontier orbital gap comes out at 10.736 eV. As for the HOMO energy: -9.67 eV.

Each line ends with the natural charge from an NBO analysis.
Cartesian coordinates (Å):
C1 1.598 -1.928 0.810  -0.6036
C2 0.454 -1.806 -0.103  -0.4173
C3 0.496 -0.746 -1.155  -0.3860
C4 0.401 0.700 -0.510  -0.4341
C5 -0.748 1.016 0.362  -0.0789
C6 -2.094 1.080 -0.307  -0.6421
N1 -0.498 2.487 1.018  -0.8121
H1 1.780 -1.028 1.515  0.1996
H2 1.367 -2.807 1.439  0.2174
H3 2.514 -2.121 0.243  0.2027
H4 0.292 -2.773 -0.613  0.2043
H5 -0.446 -1.642 0.502  0.1913
H6 1.526 -0.828 -1.557  0.1988
H7 -0.224 -0.819 -2.057  0.2106
H8 1.349 0.844 0.133  0.2054
H9 0.438 1.307 -1.452  0.2146
H10 -0.885 0.365 1.288  0.1964
H11 -2.372 0.143 -0.841  0.2137
H12 -2.213 2.022 -0.942  0.2131
H13 -2.972 1.366 0.386  0.2294
H14 -0.091 2.914 0.194  0.3363
H15 0.328 2.253 1.648  0.3403

=====

Q | The molecule C6H15N, computed with ωB97M-V/def2-TZVPD.

The LUMO energy comes out at 1.1 eV. The frontier orbital gap comes out at 8.779 eV. As for the HOMO energy: -7.72 eV.

Each line ends with the natural charge from an NBO analysis.
Cartesian coordinates (Å):
C1 -0.091 -2.275 0.583  -0.6045
C2 -0.762 -0.933 1.007  -0.2023
N1 -0.031 -0.038 0.106  -0.5061
C3 -0.727 0.845 -0.736  -0.2028
C4 -0.981 0.137 -2.156  -0.6584
C5 1.312 0.413 0.502  -0.2250
C6 1.314 1.782 1.149  -0.6573
H1 1.005 -2.320 0.659  0.2105
H2 -0.307 -2.311 -0.449  0.2112
H3 -0.626 -3.104 1.066  0.1919
H4 -1.820 -0.632 0.829  0.1962
H5 -0.660 -0.898 1.990  0.1728
H6 0.036 1.795 -1.056  0.2085
H7 -1.711 1.258 -0.284  0.1890
H8 -1.907 0.278 -2.709  0.2149
H9 -1.308 -0.963 -2.177  0.2036
H10 -0.197 0.130 -2.861  0.2070
H11 1.822 0.377 -0.585  0.1892
H12 1.909 -0.329 1.070  0.2135
H13 0.309 2.481 1.014  0.2119
H14 2.170 2.459 0.801  0.2197
H15 1.250 1.847 2.240  0.2166

=====

Which structure loses on stability? Q does.

=====

P | A cluster of 2 separate species, C2H8N3S in total, computed with ωB97M-V/def2-TZVPD.

The LUMO energy comes out at -3.9 eV. The net charge is +1. The frontier orbital gap comes out at 10.348 eV. As for the HOMO energy: -14.26 eV.

Each line ends with the natural charge from an NBO analysis.
Cartesian coordinates (Å):
C1 -1.708 -0.974 -0.236  -0.4439
C2 -1.506 0.233 0.526  0.2063
N1 -0.630 0.990 1.008  -0.6353
N2 1.163 -0.285 -0.952  -0.6722
N3 1.731 0.279 0.251  -0.6968
S1 -3.133 0.131 0.181  0.3920
H1 -1.468 -0.877 -1.221  0.2505
H2 -1.681 -1.973 0.273  0.2730
H3 0.349 0.715 0.957  0.4401
H4 1.004 0.541 -1.434  0.3486
H5 1.862 -0.818 -1.572  0.3688
H6 2.130 -0.586 0.803  0.3758
H7 -0.794 1.882 1.297  0.4178
H8 2.681 0.743 0.120  0.3754

=====

Q | A cluster of 2 separate species, C2H8N3S in total, computed with ωB97M-V/def2-TZVPD.

The LUMO energy comes out at -4.2 eV. The net charge is +1. The frontier orbital gap comes out at 9.460 eV. As for the HOMO energy: -13.67 eV.

Each line ends with the natural charge from an NBO analysis.
Cartesian coordinates (Å):
C1 2.578 -0.045 -0.360  -0.4630
C2 1.297 -0.498 0.159  0.1270
N1 -0.932 -1.208 0.243  -0.6389
N2 0.398 -1.422 0.117  -0.2555
N3 -2.034 1.447 -0.051  -1.0946
S1 1.354 1.192 0.245  0.3791
H1 3.476 -0.139 0.238  0.2656
H2 2.752 -0.059 -1.432  0.2607
H3 -1.411 -1.836 0.873  0.3966
H4 -1.247 -0.211 0.232  0.4314
H5 0.678 -2.384 -0.091  0.4364
H6 -2.764 1.251 -0.728  0.3880
H7 -1.640 2.350 -0.289  0.3863
H8 -2.504 1.563 0.844  0.3809

=====

Which structure loses on stability? P does.